Below is a cluster of 2 separate species, C8H18NO in total, with properties calculated with ωB97M-V/def2-TZVPD.

```
28
Properties=species:S:1:pos:R:3:forces:R:3:lowdin_charge:R:1
C 2.396341 -1.936379 0.524399 0.5 0.8 -2.4 0.01
C 2.159083 -0.314284 -1.400226 0.9 0.4 0.3 -0.01
C 2.389482 0.623453 0.956241 -2.8 -1.0 1.6 -0.02
C -2.835750 -0.949920 -0.683389 1.2 0.9 -3.0 -0.04
C -2.371521 0.527702 1.384044 -2.0 0.6 -4.0 0.02
C -1.717778 1.265947 -1.096828 0.4 1.2 1.3 -0.06
C 2.299570 -0.531900 0.027863 -0.6 -0.8 0.9 -0.22
C -1.878083 0.137553 -0.102356 -0.3 -0.4 0.5 -0.55
N -0.462204 -0.336377 0.283928 -1.5 -2.3 -0.6 0.06
O -0.403921 -1.539682 0.497912 -0.6 1.6 -0.2 -0.01
H 2.871813 -2.633852 -0.242126 -1.1 0.8 1.0 0.15
H 2.815207 -2.031113 1.475360 1.2 0.1 1.5 0.08
H 1.339810 -2.148471 0.777890 -0.2 -0.2 -0.7 0.10
H 1.778118 0.619014 -1.736135 0.2 1.2 0.2 0.10
H 1.558354 -1.003037 -1.905952 -0.8 -1.8 -0.5 0.09
H 3.181382 -0.498098 -1.757367 0.1 0.2 -0.3 0.15
H 1.550958 1.375241 0.757715 1.6 -0.8 -0.2 0.11
H 2.128288 0.236938 2.039124 1.3 0.9 -1.9 0.15
H 3.389679 1.004119 0.763521 0.3 0.4 0.5 0.12
H -3.903018 -0.669227 -0.907131 1.3 0.4 0.3 0.12
H -2.402927 -1.476198 -1.632576 -0.7 1.2 1.5 0.12
H -2.867822 -1.685081 0.009528 -0.3 -2.6 2.2 0.01
H -2.910676 1.530598 1.219556 0.4 -1.8 0.9 0.13
H -1.543959 0.628815 1.968904 2.2 0.7 1.9 0.03
H -2.900485 -0.379578 1.695378 -0.5 0.8 0.3 0.09
H -0.939504 2.038824 -0.679217 -1.5 -1.3 -1.3 0.12
H -1.505797 0.828042 -2.075515 0.5 0.4 0.1 0.08
H -2.723475 1.713451 -1.195901 0.6 0.2 0.1 0.09
```
Positions in Å, forces in eV/Å.

Computed properties:
E_LUMO: -5.42 eV
Relative energy (zero: lowest compared OMol25 entry of this formula, charge and spin): 103.0 kcal per mole
Highest occupied orbital energy: -13.095 eV
Frontier orbital gap: 7.67 eV
Charge: +1

=====

Below is a structure of composition C8H18O15V3, with properties calculated with ωB97M-V/def2-TZVPD.

```
44
Properties=species:S:1:pos:R:3:forces:R:3:lowdin_charge:R:1
O 0.692014 4.678697 1.499274 -0.1 0.6 0.2 -0.34
V 0.436847 3.181241 1.819437 -0.5 -2.0 -0.1 1.11
O -0.718034 3.006612 2.903254 1.2 0.5 -0.9 -0.36
O 0.749703 -4.342381 -1.303424 -1.4 3.5 0.0 -0.38
V 0.096232 -2.838302 -1.391815 -0.8 -3.1 -1.0 1.12
O -1.516313 -3.015862 -1.389996 3.0 0.6 0.2 -0.39
O 4.921028 1.710456 -3.738109 -3.8 0.6 0.4 -0.35
V 3.300133 1.851411 -3.522020 2.3 -0.9 -0.5 1.16
O 2.791706 3.273140 -3.969619 0.6 -1.0 0.4 -0.33
C 0.671678 -0.849468 -5.057234 4.4 0.9 3.6 -1.09
O 0.406122 -0.250937 -4.011544 -3.0 5.1 3.4 -0.02
O 1.596276 -0.489886 -5.762515 2.0 3.0 -4.7 0.04
O 0.640369 -2.027145 -4.813372 -2.6 -8.5 -0.5 0.08
C 2.697514 0.056248 0.141383 -2.6 0.0 -6.0 -1.08
O 3.109049 -0.709634 -0.752052 3.6 -2.4 -1.2 -0.06
O 2.823857 1.280449 -0.089138 2.2 5.0 1.2 -0.07
O 1.615731 -0.268951 0.597017 -4.6 -1.8 5.4 -0.06
O 4.885395 -3.663045 -3.656844 0.0 -0.2 -0.2 -0.05
H 5.738426 -3.863996 -3.271916 0.2 0.0 0.1 0.02
H 4.450684 -3.114465 -3.003909 -0.2 0.2 0.2 0.03
C 1.392167 -3.945623 4.283440 -1.1 -1.3 0.5 -0.04
C -0.092025 -3.423219 4.536130 1.7 -3.0 -1.1 -0.53
C -0.899214 -3.959953 5.694782 -0.4 0.1 0.9 -0.06
O 0.067930 -2.079080 4.534903 -0.7 2.7 0.2 -0.03
H 1.816767 -3.662025 3.320433 -0.5 0.3 -0.3 0.07
H 1.364179 -5.035258 4.278882 0.3 -0.2 0.1 0.07
H 2.133639 -3.587726 4.997743 -0.4 0.0 0.4 0.07
H -0.659835 -3.683863 3.642954 -0.2 -0.4 -0.3 0.13
H -0.450587 -3.766865 6.669235 0.0 0.3 0.0 0.08
H -1.210750 -5.004032 5.725696 1.0 -0.4 -0.7 0.07
H -1.909210 -3.551117 5.665518 0.1 0.9 0.1 0.08
H 0.374612 -1.977883 3.630850 0.2 1.2 0.0 0.09
C -3.807873 4.715036 -0.338102 -0.5 -0.3 0.4 -0.07
C -3.456372 3.654499 -1.356622 0.8 1.5 -1.6 -0.47
C -3.360647 4.411553 -2.731495 -1.3 0.2 0.4 -0.06
O -2.198950 3.033049 -1.094461 -0.2 0.1 0.8 -0.06
H -3.960325 4.298622 0.657622 0.7 0.1 0.2 0.08
H -4.806961 5.100674 -0.541059 -0.1 0.0 -0.5 0.08
H -3.133613 5.567151 -0.424022 0.2 -0.2 0.5 0.08
H -4.263371 2.922681 -1.392477 0.1 -0.3 -0.1 0.13
H -4.399846 4.588849 -3.008473 -0.3 -0.8 -0.8 0.07
H -2.738057 3.956808 -3.502005 -0.4 -0.3 0.0 0.08
H -3.116077 5.473686 -2.719126 1.0 0.0 0.9 0.07
H -2.073995 2.349857 -1.757206 0.1 -0.1 -0.1 0.09
```
Positions in Å, forces in eV/Å.

Computed properties:
E_LUMO: -1.35 eV
Highest occupied orbital energy: -4.070 eV
Frontier orbital gap: 2.72 eV
Charge: -1

=====

Below is a cluster of 3 separate species, C8H18O2 in total, with properties calculated with ωB97M-V/def2-TZVPD.

```
28
Properties=species:S:1:pos:R:3:forces:R:3:lowdin_charge:R:1
C -0.367026 0.156346 0.084319 1.0 -2.2 -3.4 -0.43
C -0.171624 1.370177 2.419242 2.1 -0.6 -0.4 -0.34
C 1.086708 -1.032902 -1.223621 -1.7 0.5 -0.1 -0.26
C 0.773552 0.210234 0.873189 -1.6 2.6 4.2 -0.03
C -1.492057 -0.758108 0.474388 0.1 0.0 -0.3 -0.05
C -0.775202 1.342849 -0.737990 0.1 -0.2 0.0 -0.05
C 1.716187 -0.068354 -2.194405 -0.1 0.1 0.0 -0.13
C 0.220504 -2.079840 -1.873563 0.1 -0.1 -0.1 -0.14
O 0.194002 0.570269 3.509173 0.0 -0.1 0.3 -0.06
O -1.507384 1.782107 2.526589 0.1 -0.4 -0.6 -0.03
H -2.055805 0.993759 2.630276 0.1 0.0 0.0 0.08
H -0.011342 1.022357 4.344619 0.0 0.0 -0.2 0.09
H 0.412260 2.295015 2.360606 -0.1 0.0 0.1 0.11
H 1.835333 -1.498122 -0.580395 -0.2 0.2 0.3 0.10
H 1.024947 -0.648703 1.481642 0.1 0.0 -0.1 0.10
H 1.572944 0.887258 0.603383 0.1 -0.1 -0.1 0.10
H -1.904579 -1.245939 -0.410142 0.0 -0.1 0.0 0.08
H -1.183772 -1.506948 1.200842 0.0 -0.1 0.0 0.10
H -2.322270 -0.182292 0.890381 0.1 0.1 0.1 0.08
H -1.245588 1.015178 -1.667188 0.0 0.0 -0.1 0.09
H -1.514765 1.930677 -0.189307 0.0 0.0 0.1 0.09
H 0.071030 1.985667 -0.970119 0.0 0.0 -0.1 0.08
H -0.615953 -1.626289 -2.414085 0.0 0.0 0.0 0.07
H 2.388968 -0.578880 -2.899632 -0.1 0.0 0.1 0.08
H 2.307928 0.698569 -1.689765 0.0 0.0 0.0 0.07
H 0.956109 0.433083 -2.799612 0.0 0.0 0.0 0.07
H -0.178384 -2.788082 -1.144911 -0.1 0.1 0.0 0.07
H 0.785276 -2.679084 -2.603913 0.0 0.1 0.0 0.08
```
Positions in Å, forces in eV/Å.

Computed properties:
E_LUMO (alpha / beta): 0.75 / 0.75 eV
Relative energy (zero: lowest compared OMol25 entry of this formula, charge and spin): 122.1 kcal per mole
Highest occupied orbital energy (alpha / beta): -6.413 / -6.413 eV
Frontier orbital gap (alpha / beta): 7.16 / 7.16 eV

=====

Below is an isolated molecule of C8H18O3P2, with properties calculated with ωB97M-V/def2-TZVPD.

```
31
Properties=species:S:1:pos:R:3:forces:R:3:lowdin_charge:R:1
C 3.779074 0.395651 2.330038 2.2 -1.2 1.1 -0.18
O 2.924513 -0.683745 2.229863 -2.7 -2.9 -1.9 -0.34
P 2.221131 -0.775088 0.727389 -1.7 -0.3 0.1 0.50
O 3.158313 -0.422687 -0.366397 -0.3 -0.3 0.5 -0.34
O 1.515722 -2.268026 0.624266 1.3 0.9 0.1 -0.36
C 2.222594 -3.312488 -0.085773 1.3 -0.6 0.1 -0.13
P 0.000768 0.438228 0.902774 1.0 2.7 -0.5 0.88
C -1.637841 1.205682 0.530555 1.1 -2.0 -0.8 -0.42
C -1.640015 2.215939 -0.581036 -0.3 3.5 5.7 -0.32
C -1.274828 1.632267 -1.848368 -1.3 -0.5 -1.6 -0.21
C -2.532804 0.761963 -2.167869 -0.1 -0.2 0.0 -0.17
C -2.714765 -0.408500 -1.152650 -0.5 1.5 0.6 -0.17
C -2.677082 0.149792 0.288761 1.1 -1.9 0.4 -0.28
H 4.617658 0.129949 1.586165 -1.0 1.8 1.1 0.12
H 4.123123 0.257046 3.388197 0.3 0.9 -0.9 0.10
H 3.109260 1.233831 2.261771 0.9 1.3 -0.5 0.07
H 1.855591 -3.367986 -1.116217 0.2 0.3 0.1 0.07
H 1.933265 -4.292792 0.380901 0.6 1.0 -0.1 0.09
H 3.381291 -3.129314 -0.102740 -2.3 -0.5 0.1 0.12
H -0.300793 -0.021563 2.110677 -0.2 -1.0 1.8 -0.07
H 0.652690 1.690235 1.247659 -0.1 -0.9 -0.3 -0.02
H -1.127383 3.157729 -0.011785 -0.4 -1.8 -2.3 0.15
H -2.709707 2.508172 -0.547484 0.4 0.3 -0.5 0.11
H -0.450027 0.976774 -1.686710 1.0 -0.3 -0.4 0.08
H -1.075552 2.400860 -2.598151 0.0 -0.3 -0.2 0.12
H -3.388034 1.455321 -2.226841 0.1 -0.4 0.3 0.11
H -2.449002 0.353842 -3.141789 0.2 -0.5 -1.1 0.09
H -3.545947 -1.133447 -1.269619 0.1 0.9 -0.3 0.12
H -1.854696 -1.001322 -1.156024 1.6 -1.1 -0.6 0.07
H -3.605729 0.590088 0.468465 -1.8 0.7 0.7 0.09
H -2.510789 -0.736413 0.981974 -0.5 1.0 -0.5 0.12
```
Positions in Å, forces in eV/Å.

Computed properties:
E_LUMO (alpha / beta): -0.29 / -0.50 eV
Relative energy (zero: lowest compared OMol25 entry of this formula, charge and spin): 54.6 kcal per mole
Structure (SMILES): COP(=O)(OC)[PH2]=C1CCCCC1
Highest occupied orbital energy (alpha / beta): -7.230 / -7.523 eV
Frontier orbital gap (alpha / beta): 6.94 / 7.03 eV